C23H33F3NO5S2 as an isolated structure, computed with wB97M-V/def2-TZVPD.

Values from the calculation:
- maximum force (Eh/bohr) = 0.071
- HOMO-LUMO gap (eV) = 5.7276
- DFT total energy (hartree) = -2423.12136
- LUMO level (eV) = 2.2
- relative energy (zero: lowest compared OMol25 entry of this formula, charge and spin) (kcal per mole) = 0.0

```
! RIJCOSX wB97M-V def2-TZVPD def2/J DEFGRID3
* xyz -1 1
C -1.46544 2.52919 -2.67841
C -1.07677 1.43558 -1.72337
O 0.15924 1.82361 -1.10065
C 0.38390 1.06099 -0.02245
C 1.60450 1.42998 0.65144
C 2.10393 0.67695 1.77794
O 3.26171 0.89401 2.21667
C 1.30889 -0.44756 2.43764
C 1.51123 -1.74964 1.68447
C 2.97393 -2.21007 1.52408
C 3.43695 -2.43162 0.06954
C 4.61380 -1.56068 -0.42960
C 4.38369 -1.01244 -1.84330
C 3.52380 0.25136 -1.83922
C 4.16868 1.49992 -1.21270
C 3.24441 2.68412 -1.00393
C 2.33996 2.67281 0.24549
O -0.40454 0.19182 0.30752
H -2.16604 2.20226 -3.45483
H -1.94626 3.33438 -2.12150
H -0.59150 2.93826 -3.19501
H -1.84500 1.28459 -0.96390
H -0.89528 0.48246 -2.24306
H 1.69137 -0.54935 3.46001
H 0.24531 -0.18941 2.48631
H 0.96270 -2.54911 2.19838
H 1.02427 -1.64497 0.71324
H 3.66233 -1.54647 2.10010
H 3.03109 -3.20582 2.02182
H 3.79072 -3.47322 0.00984
H 2.58334 -2.38482 -0.62133
H 4.82968 -0.72565 0.25637
H 5.51402 -2.19660 -0.44826
H 5.34574 -0.80442 -2.32052
H 3.86335 -1.75232 -2.46058
H 3.27201 0.51932 -2.87781
H 2.55092 0.02620 -1.36935
H 4.72261 1.27570 -0.29268
H 4.91915 1.82191 -1.94985
H 3.87526 3.57050 -0.92619
H 2.63048 2.81833 -1.89578
H 1.59680 3.47680 0.10832
H 2.98395 2.94158 1.09956
C -4.88676 1.43631 -0.24319
N -4.60958 0.50082 0.83987
S -5.19603 0.93342 2.44034
C -4.66611 2.37665 3.36449
F -5.68561 2.46570 4.30253
F -3.50849 2.17824 4.05190
F -4.58261 3.53383 2.68789
S -5.28938 -1.08974 0.54678
C -3.75584 -1.77118 -0.04464
C -3.70865 -2.56884 -1.18919
C -2.48012 -3.16085 -1.52588
C -1.39674 -3.08557 -0.61540
C -1.52041 -2.37090 0.57452
C -2.67260 -1.61629 0.79307
O -5.66006 -1.75282 1.77911
O -6.25804 -1.02271 -0.50178
H -4.51198 2.40264 0.07435
H -4.33734 1.10649 -1.12221
H -5.96661 1.44220 -0.49182
H -4.63065 -2.73156 -1.74773
H -2.38474 -3.70282 -2.45911
H -0.46553 -3.57117 -0.84543
H -0.74127 -2.43499 1.34986
H -2.80774 -0.90529 1.60722
*
```



C23H33N10ORh as an isolated structure, computed with wB97M-V/def2-TZVPD.

Values from the calculation:
- maximum force (Eh/bohr) = 0.029
- HOMO-LUMO gap (eV) = 1.9554
- DFT total energy (hartree) = -1628.05466
- LUMO level (eV) = -15.4

```
! RIJCOSX wB97M-V def2-TZVPD def2/J DEFGRID3
* xyz 4 1
Rh -1.60465 -0.08157 -0.16400
N -4.75823 -0.52026 0.77152
C -4.66514 -1.68754 1.76029
C -3.79335 -1.25196 2.93625
C -2.27718 -1.29947 2.70091
N -1.71113 -0.13263 1.91524
C -1.80430 -2.60442 2.07068
C -2.59410 -3.01337 0.84053
N -2.09153 -2.20044 -0.33330
C -4.11927 -2.93985 1.07002
H -5.13977 0.32723 1.20467
H -5.33382 -0.73165 -0.04880
H -3.78461 -0.37482 0.50060
H -5.69218 -1.84806 2.08342
H -3.98971 -1.94951 3.75375
H -4.11288 -0.27466 3.31422
H -1.81933 -1.24093 3.69033
H -0.70785 -0.14450 2.10162
H -2.04187 0.74830 2.30984
H -1.87171 -3.39393 2.82194
H -0.74250 -2.52909 1.81485
H -2.38155 -4.05926 0.62087
H -2.68807 -2.35964 -1.14601
H -1.19175 -2.60235 -0.59511
H -4.35768 -3.77498 1.73237
H -4.67097 -3.14278 0.14640
N -2.99161 6.03232 1.78758
C -3.08155 4.70684 1.65385
O -3.59755 3.95275 2.46200
C -2.50127 4.06789 0.40264
C -2.27770 4.62920 -0.84585
C -1.84915 3.81128 -1.89231
C -1.67107 2.46515 -1.67241
N -1.91290 1.90905 -0.46151
C -2.28448 2.71437 0.54298
H -3.40502 6.46226 2.60291
H -2.51411 6.62878 1.13436
H -2.45653 5.68169 -1.03224
H -1.67382 4.21859 -2.87868
H -1.37195 1.79890 -2.47377
H -2.49423 2.28091 1.50868
C 0.68251 -1.35124 -2.67484
C 1.17237 -0.57560 -1.50089
N 0.46309 -0.12905 -0.46467
C 1.32185 0.57036 0.37103
C 2.55947 0.53935 -0.16435
N 2.45522 -0.18921 -1.33497
C 3.52338 -0.37989 -2.35552
N 4.81447 -0.09170 -1.81943
N 5.11567 1.28896 -1.61546
N 6.31370 1.39130 -1.26066
C 6.87806 0.10506 -1.22827
C 8.16999 -0.25775 -0.97257
C 8.45677 -1.66748 -1.00608
C 7.48250 -2.61245 -1.33685
C 6.17993 -2.23733 -1.60884
C 5.90394 -0.83506 -1.58166
H -0.40514 -1.41700 -2.66088
H 1.08445 -2.36634 -2.68571
H 0.95892 -0.87416 -3.61645
H 0.99996 1.06545 1.27175
H 3.48086 0.98695 0.16708
H 3.34622 0.31572 -3.17493
H 3.50226 -1.39918 -2.73174
H 8.95026 0.47472 -0.81190
H 9.46235 -1.99096 -0.76939
H 7.74193 -3.66208 -1.36118
H 5.41308 -2.97925 -1.78397
*
```



C23H33N13O3PRu as an isolated structure, computed with wB97M-V/def2-TZVPD.

Values from the calculation:
- maximum force (Eh/bohr) = 0.017
- HOMO-LUMO gap (alpha / beta) (eV) = 7.0611 / 5.7535
- ⟨S²⟩ = 6.027
- DFT total energy (hartree) = -2269.63112
- LUMO level (alpha / beta) (eV) = -4.5 / -5.7
- relative energy (zero: lowest compared OMol25 entry of this formula, charge and spin) (kcal per mole) = 29.0

```
! RIJCOSX wB97M-V def2-TZVPD def2/J DEFGRID3
* xyz 1 5
Ru 1.12301 -0.17155 -0.27972
O 1.69946 -0.11740 1.87715
N 2.05520 0.98583 2.42060
N 1.81332 2.00099 1.69768
O 1.25230 1.85412 0.53458
C 2.17059 3.31858 2.13634
C 2.08933 3.62435 3.48400
C 2.47378 4.89314 3.88378
C 2.91415 5.81930 2.94814
C 2.98014 5.48566 1.60228
C 2.60798 4.22056 1.18054
H 1.74131 2.88969 4.19268
H 2.42739 5.15740 4.92933
H 3.21092 6.80684 3.26878
H 3.33668 6.20708 0.88160
H 2.66533 3.92102 0.14440
N 4.13902 -1.95108 -0.18302
C 4.14004 -0.72600 -0.77297
N 5.21572 -0.10825 -1.21732
N 4.75000 1.06395 -1.67430
N 3.49930 1.16321 -1.51729
N 3.03452 0.01472 -0.93683
C 3.01012 -2.53513 0.31792
N 3.01554 -3.66372 0.99096
N 1.74579 -3.80758 1.40254
N 1.01487 -2.86214 0.99939
N 1.77319 -1.99768 0.25643
H 5.02355 -2.41529 -0.04199
C -3.06304 -3.37673 -0.88524
C -1.66343 -3.34940 -0.24457
C -1.70788 -4.10584 1.08158
C -0.71585 -4.07069 -1.20636
P -1.19302 -1.52035 -0.07394
C -1.74695 -0.83778 -1.66567
C -0.94250 -1.07804 -2.77727
C -1.30439 -0.60348 -4.03047
C -2.47598 0.11691 -4.18423
C -3.29893 0.34510 -3.08797
C -2.94235 -0.13225 -1.83809
C -2.06263 -0.70009 1.35682
C -3.53606 -1.11444 1.51295
C -2.01192 0.82165 1.21576
C -1.31501 -1.10466 2.63588
H -3.33073 -4.43014 -0.98174
H -3.07098 -2.94656 -1.88440
H -3.83628 -2.89950 -0.28570
H -1.95325 -5.14224 0.84425
H -2.48838 -3.74070 1.74420
H -0.75849 -4.10732 1.60677
H -1.10672 -5.08103 -1.32750
H 0.29676 -4.15345 -0.82219
H -0.70345 -3.62101 -2.19539
H -0.00346 -1.61555 -2.66943
H -0.66295 -0.79101 -4.87911
H -2.75978 0.49045 -5.15700
H -4.23418 0.87297 -3.21632
H -3.61214 0.01913 -1.00711
H -4.14761 -0.87463 0.64643
H -3.93623 -0.55375 2.35860
H -3.65689 -2.16807 1.74177
H -2.61827 1.19086 0.39034
H -1.00128 1.22398 1.11208
H -2.42672 1.23808 2.13671
H -1.34469 -2.17427 2.81610
H -1.81847 -0.61208 3.46956
H -0.27386 -0.78741 2.62761
N -0.84209 2.98257 -2.18895
C 0.33543 2.36487 -2.02592
N 1.46993 2.98845 -2.30452
O 0.31893 1.15877 -1.64273
H -0.92336 3.91787 -2.54483
H -1.67243 2.42616 -2.07205
H 1.47573 3.95002 -2.59711
H 2.34330 2.51399 -2.02729
*
```